[1]
{"formula": "C26H33N3O3PPtS2", "method": "ωB97M-V with the def2-TZVPD basis set", "de_lowest_kj_mol": 0.0, "orbital_gap_ev": 4.66, "lumo_energy_ha": -0.4382, "energy_ev": -72293.324, "total_charge": 3, "e_homo_ev": -16.583, "species": ["Pt", "S", "S", "P", "O", "O", "O", "N", "N", "N", "C", "C", "C", "C", "C", "C", "C", "C", "C", "C", "C", "C", "C", "C", "C", "C", "C", "C", "C", "C", "C", "C", "C", "C", "C", "C", "H", "H", "H", "H", "H", "H", "H", "H", "H", "H", "H", "H", "H", "H", "H", "H", "H", "H", "H", "H", "H", "H", "H", "H", "H", "H", "H", "H", "H", "H", "H", "H", "H"], "xyz": [[0.8806, -0.2081, -0.0733], [2.3910, 2.6555, 3.2175], [0.4397, -3.3454, 3.4106], [0.4497, 1.3774, -1.6731], [1.4167, 2.5432, -2.0690], [-0.8688, 2.0784, -1.2297], [0.1395, 0.5838, -3.0016], [0.4906, -1.5913, -1.5253], [1.5142, 1.0179, 1.4911], [0.7166, -1.6136, 1.5734], [3.8410, -2.9822, -1.9638], [1.0698, -1.0098, 2.7730], [-2.1019, 3.9807, -2.1531], [0.3537, -2.8763, 1.7797], [-1.9809, -2.3863, -4.1101], [-0.1361, -3.8901, 0.8023], [2.0158, 2.2433, 1.6196], [0.0796, 0.6521, -5.4252], [2.5885, 3.6133, -3.8953], [-3.1207, -1.8900, -3.4786], [-3.0469, -1.2190, -2.2424], [1.4818, 0.3773, 2.7280], [3.5223, -4.2739, -2.4144], [2.1991, -4.6895, -2.5305], [-0.6743, -1.6622, -2.1981], [2.8460, -2.1034, -1.6321], [1.9013, 1.1289, 3.7700], [1.4875, -2.4854, -1.8025], [-0.4818, 1.2495, -4.1635], [-1.2213, 3.4991, -1.0324], [-1.8401, -1.0684, -1.6237], [0.9851, -1.8042, 3.8641], [-0.7588, -2.2577, -3.4970], [2.5756, 2.4286, -2.9665], [1.1836, -3.8152, -2.2190], [2.3292, 3.2400, 0.5627], [-0.0732, -0.4272, -5.4516], [1.1433, 0.8613, -5.5330], [4.8774, -2.6846, -1.8830], [-1.0811, -4.3057, 1.1538], [-3.9477, -0.8209, -1.7961], [-1.7518, -0.5626, -0.6701], [1.9626, 0.8505, 4.8091], [0.1538, -2.4938, -4.0277], [2.5433, 4.5446, -3.3324], [-3.0054, 3.3778, -2.2320], [4.3223, -4.9668, -2.6436], [2.9460, 2.7886, -0.2111], [0.5699, -4.7175, 0.7159], [2.8859, 4.0677, 0.9983], [3.5166, 3.6105, -4.4669], [-2.4008, 5.0091, -1.9480], [-2.0544, -2.8193, -5.0984], [-1.5742, 3.9740, -3.1062], [0.1602, -4.1644, -2.1812], [-0.3096, -3.4610, -0.1676], [1.7571, 3.5838, -4.5988], [-0.2841, 2.3183, -4.0971], [1.4317, 3.6469, 0.1085], [3.0790, -1.0963, -1.3130], [1.2162, -1.5675, 4.8896], [2.4997, 1.4820, -3.5026], [-1.7280, 3.5198, -0.0712], [-1.5548, 1.0884, -4.0669], [-0.3015, 4.0741, -0.9701], [1.9700, -5.7057, -2.8207], [-0.4356, 1.0824, -6.2840], [-4.0808, -1.9773, -3.9729], [3.4607, 2.4060, -2.3301]], "forces_ev_per_angstrom": [[-0.2, 0.2, -0.1], [0.0, 0.0, 0.0], [0.0, 0.0, 0.0], [0.1, 0.0, 0.2], [-0.1, 0.0, -0.1], [0.1, 0.0, 0.1], [0.1, 0.4, -0.3], [0.0, -0.2, 0.0], [0.0, -0.1, 0.0], [0.2, -0.2, 0.1], [0.0, 0.0, 0.0], [-0.1, 0.0, 0.0], [0.0, 0.0, 0.0], [0.0, 0.2, 0.0], [0.1, 0.0, 0.0], [-0.1, 0.0, 0.1], [0.0, 0.1, 0.0], [0.0, 0.0, 0.0], [0.0, 0.0, 0.0], [-0.1, 0.0, 0.0], [0.0, 0.0, 0.0], [0.0, 0.0, 0.0], [0.0, 0.0, 0.0], [0.0, 0.0, 0.0], [0.0, -0.2, 0.3], [-0.1, 0.0, 0.0], [0.0, 0.0, 0.0], [0.0, -0.1, -0.1], [0.0, 0.0, 0.1], [0.0, 0.1, -0.1], [-0.1, -0.2, 0.1], [0.0, 0.0, 0.0], [0.0, -0.1, 0.0], [0.1, -0.1, 0.0], [0.1, 0.0, -0.1], [0.1, -0.1, 0.0], [0.0, 0.0, 0.0], [0.0, 0.0, 0.0], [0.0, 0.0, 0.0], [0.0, 0.0, 0.0], [0.0, 0.0, 0.0], [0.0, 0.0, 0.0], [0.0, 0.0, 0.0], [0.0, 0.0, 0.0], [0.0, 0.0, 0.0], [0.0, 0.0, 0.0], [0.0, 0.0, 0.0], [0.0, 0.0, 0.0], [0.0, 0.0, 0.0], [0.0, 0.0, 0.0], [0.0, 0.0, 0.0], [0.0, 0.0, 0.0], [0.0, 0.0, 0.0], [0.0, 0.0, 0.0], [0.0, 0.0, 0.0], [-0.1, 0.1, -0.2], [0.0, 0.0, 0.0], [0.0, 0.0, 0.0], [0.0, 0.0, 0.0], [0.0, 0.0, 0.0], [0.0, 0.0, 0.0], [0.0, 0.0, 0.0], [0.0, 0.0, 0.0], [0.0, 0.0, 0.0], [0.0, 0.0, 0.0], [0.0, 0.0, 0.0], [0.0, 0.0, 0.0], [0.0, 0.0, 0.0], [0.0, 0.0, 0.0]]}

[2]
{"formula": "C26H33N3O4", "method": "ωB97M-V with the def2-TZVPD basis set", "de_lowest_kj_mol": 101.6, "orbital_gap_ev": 9.03, "lumo_energy_ha": 0.0232, "energy_ev": -40158.780, "total_charge": 0, "e_homo_ev": -8.402, "smiles": "COCC1CCN(C(=O)C[C@H]2C(=O)NCCN2Cc2cccc(Oc3ccccc3)c2)CC1", "species": ["O", "O", "O", "O", "N", "N", "N", "C", "C", "C", "C", "C", "C", "C", "C", "C", "C", "C", "C", "C", "C", "C", "C", "C", "C", "C", "C", "C", "C", "C", "C", "C", "C", "H", "H", "H", "H", "H", "H", "H", "H", "H", "H", "H", "H", "H", "H", "H", "H", "H", "H", "H", "H", "H", "H", "H", "H", "H", "H", "H", "H", "H", "H", "H", "H", "H"], "xyz": [[3.5800, 1.3655, 0.6332], [1.7834, -2.8779, -1.7333], [-1.6808, 3.8941, -2.7067], [-2.7449, 0.5843, 0.4796], [2.4596, 1.1173, -1.2995], [1.8398, -4.0269, 0.1817], [1.5970, -1.7596, 1.6775], [-0.1941, 2.7212, 1.9159], [0.7848, 1.8064, 2.2621], [0.3333, 0.6926, -2.4208], [-4.0821, -2.3781, 2.1870], [-3.3857, -1.1987, 1.9964], [1.8080, -4.1414, 1.6193], [2.3553, -2.8571, 2.2333], [1.8298, 0.3722, -2.3665], [2.3231, 2.5518, -1.4639], [-1.5955, 0.9393, 1.1412], [1.8611, -1.5709, 0.2665], [-3.3572, -0.6133, 0.7352], [0.1162, 2.1922, -2.6148], [0.5750, 0.4485, 2.0595], [3.2095, -0.8789, -0.0875], [3.0922, 0.6322, -0.2130], [-1.3835, 2.2978, 1.3509], [1.8063, -2.8792, -0.5145], [-4.0421, -1.2073, -0.3206], [-4.7560, -2.9759, 1.1358], [1.6385, -0.5375, 2.4637], [-1.3843, 2.5217, -2.5963], [-4.7385, -2.3827, -0.1158], [-1.4836, 4.4368, -3.9873], [0.8505, 2.9492, -1.5082], [-0.6224, 0.0168, 1.5076], [0.7641, 4.0243, -1.6682], [0.5344, 2.4814, -3.5862], [1.0513, -0.9486, -0.1284], [-0.0266, 3.7757, 2.0746], [-1.8108, 2.2167, -1.6372], [3.9398, -1.0776, 0.6994], [2.4101, -5.0023, 1.9227], [-0.1219, 0.1275, -3.2354], [2.8226, 2.8463, -2.3954], [-2.1453, 3.0006, 1.0523], [0.3885, 2.7128, -0.5493], [1.7648, -4.8734, -0.3653], [3.4372, -2.7826, 2.0335], [-1.8906, 5.4460, -3.9585], [1.7232, 2.1446, 2.6724], [-4.0196, -0.7299, -1.2879], [1.9709, -0.7007, -2.2523], [2.2937, 0.6786, -3.3136], [-2.0139, 3.8534, -4.7507], [0.7765, -4.2946, 1.9620], [2.2109, -2.8837, 3.3147], [2.6171, -0.0385, 2.4228], [-0.7886, -1.0392, 1.3522], [-1.8899, 1.9620, -3.3993], [-5.2676, -2.8393, -0.9390], [-0.1426, 0.3829, -1.4877], [-2.8746, -0.7241, 2.8214], [-5.2978, -3.8962, 1.2928], [-4.1027, -2.8279, 3.1689], [1.4570, -0.8232, 3.5067], [-0.4229, 4.4887, -4.2575], [3.5962, -1.2949, -1.0185], [2.8270, 3.0300, -0.6229]], "forces_ev_per_angstrom": [[0.2, 0.1, 0.4], [0.0, 0.1, -0.3], [-0.1, 0.1, 0.1], [-0.1, 0.2, -0.1], [-0.1, 0.3, -0.2], [0.0, -0.5, 0.0], [-0.1, 0.0, 0.2], [0.0, -0.1, 0.1], [0.0, 0.0, 0.0], [0.2, 0.2, -0.3], [0.0, -0.1, 0.0], [0.1, 0.3, 0.0], [0.0, 0.2, 0.5], [-0.2, -0.4, -0.1], [-0.3, -0.4, -0.1], [-0.1, 0.4, 0.4], [0.4, 0.2, 0.2], [0.1, 0.1, -0.4], [-0.3, -0.4, 0.0], [-0.4, 0.1, 0.3], [-0.1, 0.2, 0.0], [-0.1, 0.0, 0.1], [0.3, -0.3, 0.0], [-0.2, -0.2, 0.0], [-0.1, 0.1, 0.0], [0.2, 0.3, 0.1], [-0.1, -0.1, 0.0], [0.1, -0.1, 0.2], [0.3, -0.2, -0.1], [0.0, 0.0, 0.0], [0.0, 0.0, 0.0], [0.2, -0.1, -0.4], [-0.2, 0.0, -0.1], [0.0, 0.1, 0.0], [0.0, 0.0, 0.0], [0.1, -0.2, -0.1], [0.0, 0.1, 0.0], [0.0, -0.1, 0.0], [0.0, 0.1, -0.1], [0.0, 0.1, 0.0], [-0.1, -0.1, 0.0], [0.0, 0.0, 0.0], [-0.1, 0.1, 0.0], [0.0, 0.0, 0.0], [0.0, 0.2, -0.1], [0.0, 0.0, 0.1], [0.0, 0.0, -0.1], [0.1, 0.0, 0.0], [0.0, 0.1, -0.1], [0.1, 0.1, 0.0], [0.0, -0.1, 0.0], [0.0, 0.0, 0.0], [0.1, 0.0, 0.1], [0.0, 0.0, -0.1], [0.0, 0.0, 0.0], [0.0, -0.1, 0.0], [0.0, 0.0, 0.1], [0.0, 0.0, -0.1], [-0.1, -0.1, 0.1], [0.0, 0.0, 0.0], [0.0, -0.1, 0.0], [0.0, 0.0, 0.1], [0.1, 0.0, -0.1], [0.0, 0.0, 0.0], [0.0, 0.0, 0.0], [0.0, 0.0, -0.2]]}